## 1
Density functional theory data (ωB97M-V with the def2-TZVPD basis set) for 2 unconnected molecules or ions with the total composition CH7N4.

Results
lowest unoccupied orbital energy: -5.0 eV
Kohn-Sham gap: 10.029 eV
net charge: +1

CARTESIAN COORDINATES (ANGSTROEM)
C  -2.69789  -0.04265  1.64638
N  -1.68868  -0.48762  0.97382
N  0.49086  0.14521  0.45520
N  2.13613  -0.10580  -1.68729
N  -0.69747  -0.18663  0.27798
H  -2.84602  1.05393  1.74380
H  -3.45399  -0.71626  1.94632
H  2.51958  0.72892  -2.24826
H  0.75337  0.68785  1.29339
H  2.94204  -0.80995  -1.63748
H  1.53897  -0.51592  -2.29797
H  1.00311  0.24892  -0.46589

***

## 2
Density functional theory data (ωB97M-V with the def2-TZVPD basis set) for 2 unconnected molecules or ions with the total composition CH7N4.

Results
lowest unoccupied orbital energy (spin up / spin down): -4.6 / -4.6 eV
Kohn-Sham gap (spin up / spin down): 7.251 / 7.247 eV
net charge: +1

CARTESIAN COORDINATES (ANGSTROEM)
C  1.42417  0.15623  -0.55542
N  1.79492  1.33706  -0.21060
N  -0.76347  -1.52114  0.74410
N  -0.73236  -0.25952  0.58782
N  -1.56533  0.24404  -0.32417
H  1.98534  -0.67639  -1.07735
H  2.72731  1.82082  -0.25647
H  -0.18840  -1.89459  1.49799
H  -1.63932  -1.97033  0.36623
H  -2.28353  -0.44430  -0.50193
H  -1.82856  1.18808  -0.30802
H  1.06924  2.02005  0.03782

***

## 3
Density functional theory data (ωB97M-V with the def2-TZVPD basis set) for a gas-phase ion, CH7N4 (charge +1).

Results
lowest unoccupied orbital energy: -4.0 eV
Kohn-Sham gap: 9.959 eV
SMILES: NC(N)=N[NH3+]
net charge: +1

CARTESIAN COORDINATES (ANGSTROEM)
N  1.36382  1.26519  -0.66895
C  0.32622  0.56030  -0.11222
N  -0.54130  1.09450  0.72016
N  0.26858  -0.69223  -0.53025
N  -0.66869  -1.64975  -0.01003
H  1.71269  0.54114  -1.42236
H  1.38459  2.23696  -0.61541
H  -1.05587  0.52434  1.35074
H  -0.22509  1.98600  0.98561
H  -0.19696  -2.60940  -0.05882
H  -0.98434  -1.48134  1.08460
H  -1.38365  -1.77569  -0.72309

***

3 is favored, and the nearest alternative lies 1.915 eV above it.

***

## 1
Density functional theory data (ωB97M-V with the def2-TZVPD basis set) for 2 unconnected molecules or ions with the total composition C6H12NO.

Results
lowest unoccupied orbital energy: -4.9 eV
Kohn-Sham gap: 8.198 eV
net charge: +1

CARTESIAN COORDINATES (ANGSTROEM)
C  1.46982  1.61369  -0.93204
C  0.24824  1.78471  -1.40987
C  2.79866  0.52909  0.69739
N  1.71046  0.60088  0.04348
H  2.31214  2.23112  -1.20618
H  -0.62576  1.19094  -1.18007
H  0.07393  2.62334  -2.07159
H  2.99008  -0.33171  1.32260
H  3.52941  1.32353  0.61798
H  0.92930  -0.12184  0.13803
C  -2.38938  -0.88856  -0.75718
C  -1.57974  -1.09468  0.27323
O  -0.20974  -1.34433  0.01924
C  -1.93371  -0.90588  1.71541
H  -3.41058  -0.65207  -0.50455
H  -2.01419  -0.92571  -1.76905
H  0.05290  -2.04986  0.63648
H  -2.91626  -0.45148  1.78391
H  -1.92945  -1.83223  2.29386
H  -1.18165  -0.24399  2.15442

***

## 2
Density functional theory data (ωB97M-V with the def2-TZVPD basis set) for a gas-phase ion, C6H12NO (charge +1).

Results
lowest unoccupied orbital energy: -4.5 eV
Kohn-Sham gap: 10.026 eV
net charge: +1

CARTESIAN COORDINATES (ANGSTROEM)
C  -0.46244  0.77411  -1.56871
C  -0.08316  -0.43754  -1.23949
C  -0.62347  1.69297  -0.46039
C  0.32483  -0.86351  0.11269
C  1.77810  -1.15440  0.22038
C  -0.58602  -1.37876  1.09950
N  0.16800  1.20498  0.67929
O  -1.91123  1.74169  0.01054
H  -0.63486  1.16630  -2.62810
H  0.05148  -1.19828  -2.03090
H  -0.48775  2.80415  -0.64718
H  2.28202  -1.40165  1.19543
H  2.24086  -0.53972  -0.49745
H  2.11544  -2.09628  -0.18865
H  -0.11597  -1.38478  2.16344
H  -0.60428  -2.51063  0.98677
H  -1.67295  -1.26323  1.25876
H  1.08210  1.55172  0.81836
H  -0.37251  1.40346  1.47912
H  -2.48820  1.88939  -0.76342

***

## 3
Density functional theory data (ωB97M-V with the def2-TZVPD basis set) for a gas-phase ion, C6H12NO (charge +1).

Results
lowest unoccupied orbital energy: -5.1 eV
Kohn-Sham gap: 9.066 eV
SMILES: C=[NH+]C(=C)CCCO
net charge: +1

CARTESIAN COORDINATES (ANGSTROEM)
C  -0.15713  2.50506  -0.64034
N  -0.23416  1.26934  -0.36739
C  0.32023  0.18952  -1.15039
C  0.92479  0.45783  -2.29014
C  0.17003  -1.24626  -0.64037
C  -0.72284  -1.48606  0.58654
C  -0.09155  -1.04642  1.90952
O  -0.53415  0.29563  2.20816
H  0.52779  2.83922  -1.40814
H  -0.72168  3.25330  -0.11041
H  -0.74222  1.04788  0.49743
H  1.13482  1.40957  -2.75374
H  1.29044  -0.39345  -2.85222
H  1.18943  -1.55294  -0.38352
H  -0.01017  -1.88723  -1.50194
H  -1.04409  -2.52114  0.66483
H  -1.64536  -0.90487  0.49253
H  1.00738  -1.04352  1.84188
H  -0.31914  -1.65456  2.78471
H  -0.34240  0.46911  3.11298

***

3 is favored, and the nearest alternative lies 0.322 eV above it.

***

## 1
Density functional theory data (ωB97M-V with the def2-TZVPD basis set) for a gas-phase ion, C3HN2O3 (charge -1).

Results
lowest unoccupied orbital energy (spin up / spin down): 3.5 / 3.9 eV
Kohn-Sham gap (spin up / spin down): 6.781 / 7.304 eV
net charge: -1

CARTESIAN COORDINATES (ANGSTROEM)
C  -0.24506  -0.97846  0.51906
C  -0.60904  -1.42014  1.68124
C  -0.04498  0.89293  -0.78804
N  -0.06682  -0.49968  -0.70988
N  0.22646  1.27775  0.56510
O  0.33714  -2.25923  0.98397
O  0.10438  1.56792  -1.77608
O  -0.05488  2.48529  0.96519
H  0.35280  -1.06637  -1.44056

***

## 2
Density functional theory data (ωB97M-V with the def2-TZVPD basis set) for 2 unconnected molecules or ions with the total composition C3HN2O3.

Results
lowest unoccupied orbital energy: 3.9 eV
Kohn-Sham gap: 9.157 eV
net charge: -1

CARTESIAN COORDINATES (ANGSTROEM)
C  -2.43701  1.85250  -0.18298
C  2.26373  -0.09440  1.35721
C  -1.22920  -0.12648  1.10638
N  -2.08403  1.13856  0.71199
N  1.69164  -0.54888  0.45903
O  -2.81841  2.68771  -0.93357
O  -1.02586  -0.69416  0.06484
O  -0.78781  -0.02502  2.20312
H  0.98667  -0.77050  -0.33562

***

2 is favored, and the nearest alternative lies 6.767 eV above it.

***

## 1
Density functional theory data (ωB97M-V with the def2-TZVPD basis set) for C19H21N3O3 in the gas phase.

Results
lowest unoccupied orbital energy: 0.2 eV
Kohn-Sham gap: 8.525 eV
SMILES: CCC/C(=N\NC(=O)CNC(=O)/C=C/c1ccco1)c1ccccc1

CARTESIAN COORDINATES (ANGSTROEM)
C  -2.72418  -1.63462  -0.00796
C  -2.64623  -0.57138  1.07939
C  -3.27342  0.76489  0.64233
C  -2.40642  1.47499  -0.36647
N  -1.28980  2.02755  -0.07224
N  -0.82618  2.08132  1.18771
C  0.47094  2.34287  1.48517
O  0.84351  2.44257  2.63499
C  1.41931  2.43227  0.29036
N  2.50824  1.50026  0.49244
C  2.20997  0.19008  0.72851
O  1.07477  -0.24089  0.61641
C  3.37305  -0.64072  1.07566
C  3.22741  -1.94696  1.33925
C  4.28953  -2.83754  1.69416
C  4.25830  -4.18329  1.98622
C  5.58611  -4.56122  2.26836
C  6.33251  -3.42802  2.12994
O  5.56547  -2.38748  1.78537
C  -2.80333  1.57670  -1.77520
C  -2.18282  2.53158  -2.58696
C  -2.52483  2.66406  -3.91686
C  -3.49831  1.84739  -4.47106
C  -4.12012  0.89711  -3.68041
C  -3.78034  0.76206  -2.34648
H  -2.19540  -1.30594  -0.89925
H  -3.75852  -1.85368  -0.26886
H  -2.26034  -2.55381  0.34124
H  -1.59528  -0.42340  1.33483
H  -3.16702  -0.92711  1.97221
H  -3.39040  1.41037  1.52054
H  -4.27199  0.59418  0.24195
H  -1.42263  1.84581  1.98128
H  0.87016  2.16031  -0.61404
H  1.81979  3.44218  0.20629
H  3.38009  1.86539  0.83954
H  4.34320  -0.16840  1.11925
H  2.23819  -2.38053  1.28587
H  3.39070  -4.81058  1.99493
H  5.93975  -5.53554  2.53640
H  7.38293  -3.24647  2.24731
H  -1.43154  3.16785  -2.14697
H  -2.03491  3.40936  -4.52639
H  -3.76986  1.95161  -5.51110
H  -4.87681  0.25325  -4.10495
H  -4.27324  0.00157  -1.76271

***

## 2
Density functional theory data (ωB97M-V with the def2-TZVPD basis set) for C19H21N3O3 in the gas phase.

Results
lowest unoccupied orbital energy: -1.0 eV
Kohn-Sham gap: 6.909 eV
SMILES: COc1ccc(CCNC(=O)c2cn3ccc(C)cc3n2)cc1OC

CARTESIAN COORDINATES (ANGSTROEM)
C  2.81087  -2.88837  2.92503
O  2.60973  -3.51679  1.59505
C  1.61297  -3.36387  0.90799
C  1.66672  -4.25602  -0.10243
C  0.43489  -4.28359  -0.95702
C  -0.58043  -3.32907  -0.71973
C  -1.71220  -3.15282  -1.82364
C  -1.26542  -1.97437  -3.14898
N  -1.07396  -0.81716  -2.42917
C  -1.72089  0.24385  -2.61782
O  -2.96180  0.14192  -3.23765
C  -1.47763  1.41161  -1.82534
C  -2.03692  2.63103  -1.74404
N  -1.07953  3.44110  -1.19140
C  -1.26179  4.82398  -0.56908
C  -0.28339  5.25695  0.55438
C  0.49490  4.38141  0.86870
C  1.44007  4.95823  2.03493
C  0.58174  2.97058  0.74111
C  -0.28556  2.60171  -0.26868
N  -0.39093  1.35836  -0.97424
C  -0.32877  -2.35402  0.03547
C  0.70151  -2.44527  0.95972
O  0.80364  -1.44054  2.07825
C  -0.24876  -0.50497  1.97527
H  3.07145  -1.72335  2.66795
H  3.80557  -3.49078  3.25179
H  2.05637  -2.83856  3.59436
H  2.26303  -5.13089  -0.10014
H  0.36847  -5.04240  -1.81149
H  -1.82470  -3.97187  -2.25008
H  -2.57451  -2.74413  -1.34622
H  -2.14497  -1.86447  -3.58340
H  -0.54716  -2.60619  -3.44286
H  -0.32954  -0.82468  -1.83882
H  -2.70473  3.10137  -2.43549
H  -2.20606  5.32079  -0.88455
H  -0.31660  6.29611  0.59424
H  2.15668  5.76522  1.73054
H  0.95102  5.30246  2.95332
H  2.01848  4.18398  2.28212
H  1.46862  2.35864  1.01392
H  -1.05626  -1.57018  0.16551
H  -0.09591  0.06060  1.05870
H  -0.95218  -0.69054  2.42652
H  0.14388  0.21498  2.88739

***

1 is favored, and the nearest alternative lies 13.884 eV above it.